No. 1
An isolated ion of composition C6H5N2OS and charge +1 at a distorted geometry, computed with ωB97M-V/def2-TZVPD.

CARTESIAN COORDINATES (ANGSTROEM)
C (-2.0183, -1.2152, -0.0064)
C (-2.6280, -0.0502, -0.2325)
C (-0.6491, -1.0951, 0.2805)
C (-0.2212, 0.6392, 0.2027)
C (1.0984, 1.3475, 0.5728)
C (2.2061, 0.9801, -0.3714)
N (1.1568, -2.5835, 0.5023)
N (0.2693, -1.9387, 0.3867)
O (1.0624, 1.9705, 1.5840)
S (-1.6369, 1.3817, -0.1947)
H (-2.3157, -2.1805, -0.2223)
H (-3.5875, 0.0634, -0.4498)
H (2.2590, -0.1375, -0.6021)
H (3.1029, 1.5415, -0.0722)
H (1.9019, 1.2768, -1.3775)

Values from the calculation:
HOMO energy (spin up / spin down) ... -13.92 / -13.92 eV
Total charge ... +1
Gap between HOMO and LUMO (spin up / spin down) ... 0.291 / 0.291 Ha
SMILES string ... CC(=O)c1sccc1[N+]#N
Relative energy (zero: lowest compared OMol25 entry of this formula, charge and spin) ... 38.25 kcal/mol
LUMO (spin up / spin down) ... -6.01 / -6.01 eV

No. 2
An isolated ion of composition C6H5N4 and charge +1 at a distorted geometry, computed with ωB97M-V/def2-TZVPD.

CARTESIAN COORDINATES (ANGSTROEM)
C (2.1863, 1.3069, 0.4706)
C (-3.5411, -0.3938, 0.6225)
C (-0.7611, -0.2849, 0.3573)
C (1.4822, 0.2747, 0.7766)
C (-2.1613, -0.5786, 0.2420)
C (-1.3108, -1.3025, -0.5248)
N (-4.5045, -0.1125, 1.1427)
N (0.0959, 0.4168, 0.9128)
N (2.8808, 2.3285, 0.2868)
N (-1.0328, -1.9873, -1.5841)
H (1.7500, -0.7071, 0.8912)
H (3.2202, 2.5097, -0.7327)
H (-0.0173, -2.0735, -1.7007)
H (3.3147, 2.9114, 1.0911)
H (-1.6012, -2.3077, -2.2513)

Values from the calculation:
HOMO energy ... -12.77 eV
Total charge ... +1
Gap between HOMO and LUMO ... 0.304 Ha
Relative energy (zero: lowest compared OMol25 entry of this formula, charge and spin) ... 33.64 kcal/mol
LUMO ... -4.50 eV

No. 3
C6H5N5S as an isolated structure at a distorted geometry, computed with ωB97M-V/def2-TZVPD.

CARTESIAN COORDINATES (ANGSTROEM)
C (0.4768, -0.0969, 2.7707)
C (0.2833, 0.4708, 0.7612)
C (-0.0129, 0.2446, -0.6359)
C (0.6007, -0.6948, -2.7056)
C (-0.4924, -0.1159, -3.3546)
C (-1.3548, 0.6174, -2.4754)
H (0.0595, -1.5740, 3.8919)
H (0.3950, -0.3664, 5.0062)
H (1.2323, -1.2970, -3.1755)
H (-0.6795, -0.3786, -4.2240)
H (-2.3457, 1.0949, -2.9115)
N (0.5547, -0.9144, 3.9639)
N (0.2250, -0.5523, 1.6319)
N (0.5485, 1.7030, 1.1607)
N (0.8057, -0.5343, -1.3532)
N (-1.1496, 0.8305, -1.1862)
S (0.8534, 1.5633, 2.8355)

Values from the calculation:
HOMO energy ... -9.34 eV
Total charge ... 0
Gap between HOMO and LUMO ... 0.354 Ha
Relative energy (zero: lowest compared OMol25 entry of this formula, charge and spin) ... 38.70 kcal/mol
LUMO ... 0.29 eV

No. 4
One molecule with the formula C6H5NO at a distorted geometry, computed with ωB97M-V/def2-TZVPD.

CARTESIAN COORDINATES (ANGSTROEM)
C (-0.6645, 0.1029, 0.2103)
C (0.0205, -1.1264, 0.4785)
C (1.2739, -1.0000, 0.0946)
C (1.4721, 0.2399, -0.7610)
C (0.3398, 0.8560, -0.6553)
C (-1.9476, -0.1880, -0.4812)
H (-0.9477, 1.9499, 1.1034)
H (-0.3206, -1.8140, 1.3337)
H (1.9799, -1.7751, 0.3355)
H (2.4385, 0.5746, -1.2432)
H (0.2396, 1.9068, -0.9184)
N (-3.0378, -0.5592, -0.7224)
O (-0.8461, 0.8326, 1.2256)

Values from the calculation:
HOMO energy ... -9.48 eV
Total charge ... 0
Gap between HOMO and LUMO ... 0.351 Ha
SMILES string ... N#CC1(O)C=CC=C1
Relative energy (zero: lowest compared OMol25 entry of this formula, charge and spin) ... 58.51 kcal/mol
LUMO ... 0.08 eV

No. 5
One molecule with the formula C6H5NO at a distorted geometry, computed with ωB97M-V/def2-TZVPD.

CARTESIAN COORDINATES (ANGSTROEM)
C (-2.2236, -0.7873, 0.0650)
C (-0.9864, 0.0545, -0.1774)
C (-0.6786, 1.4087, -0.0094)
C (1.1769, 0.3819, -0.0811)
C (2.5212, -0.0547, -0.1375)
C (3.6030, -0.5631, 0.1445)
H (-2.4314, -1.3144, 1.0866)
H (-2.2529, -1.6675, -0.5675)
H (-3.1093, -0.2267, -0.2128)
H (-1.2176, 2.3627, 0.2468)
H (4.6620, -0.6496, -0.0527)
N (0.7341, 1.6073, -0.0567)
O (0.2025, -0.5518, -0.2475)

Values from the calculation:
HOMO energy ... -8.86 eV
Total charge ... 0
Gap between HOMO and LUMO ... 0.343 Ha
SMILES string ... C#Cc1ncc(C)o1
Relative energy (zero: lowest compared OMol25 entry of this formula, charge and spin) ... 41.39 kcal/mol
LUMO ... 0.46 eV

No. 6
One molecule with the formula C6H5NO at a distorted geometry, computed with ωB97M-V/def2-TZVPD.

CARTESIAN COORDINATES (ANGSTROEM)
C (-2.4094, -1.0379, 0.1856)
C (-1.3763, -0.1478, -0.0304)
C (-1.1564, 1.2107, 0.1244)
C (0.7390, 0.3245, -0.1895)
C (2.0850, -0.1528, -0.0379)
C (3.1685, -0.6381, 0.2268)
H (-3.3541, -0.4241, 0.1780)
H (-2.6190, -1.3876, 1.1732)
H (-2.6112, -1.6776, -0.7677)
H (-1.9429, 1.9686, 0.1068)
H (4.1526, -0.8755, 0.4043)
N (0.1961, 1.4426, 0.0164)
O (-0.1626, -0.6317, -0.3604)

Values from the calculation:
HOMO energy ... -8.74 eV
Total charge ... 0
Gap between HOMO and LUMO ... 0.354 Ha
SMILES string ... C#Cc1ncc(C)o1
Relative energy (zero: lowest compared OMol25 entry of this formula, charge and spin) ... 47.98 kcal/mol
LUMO ... 0.89 eV

No. 7
One molecule with the formula C6H5NO at a distorted geometry, computed with ωB97M-V/def2-TZVPD.

CARTESIAN COORDINATES (ANGSTROEM)
C (2.1810, -0.8048, 0.0271)
C (-0.1036, 1.7709, -0.0717)
C (-0.9876, 0.8042, -0.7806)
C (-0.2440, -0.9898, 1.0839)
C (-0.4557, -0.6054, -0.3508)
C (0.8925, -0.4497, 0.2544)
N (3.2421, -0.8478, -0.3847)
O (0.0726, 2.8078, 0.3629)
H (-1.9975, 1.1318, -0.6271)
H (-0.7956, 1.0353, -1.7893)
H (-0.7363, -0.5492, 1.9419)
H (-0.3274, -1.9951, 1.3692)
H (-0.7405, -1.3081, -1.0352)

Values from the calculation:
HOMO energy (spin up / spin down) ... -7.84 / -7.88 eV
Total charge ... 0
Gap between HOMO and LUMO (spin up / spin down) ... 0.271 / 0.274 Ha
Relative energy (zero: lowest compared OMol25 entry of this formula, charge and spin) ... 86.23 kcal/mol
LUMO (spin up / spin down) ... -0.46 / -0.42 eV

No. 8
One molecule with the formula C6H5NO at a distorted geometry, computed with ωB97M-V/def2-TZVPD.

CARTESIAN COORDINATES (ANGSTROEM)
C (1.0205, 0.0958, -2.3075)
C (0.2567, 0.0031, -1.0322)
C (-0.3621, 0.1047, 0.9509)
C (-1.2440, -0.7268, 0.3037)
C (-0.3517, 0.3528, 2.3595)
C (-0.3483, 0.6044, 3.5321)
H (0.3733, 0.2763, -3.1637)
H (1.7993, 0.8477, -2.2133)
H (1.5011, -0.8607, -2.5270)
H (-2.1173, -1.3459, 0.4386)
H (-0.2917, 0.8171, 4.5829)
N (0.6061, 0.5408, 0.0964)
O (-0.8418, -0.7092, -1.0205)

Values from the calculation:
HOMO energy ... -8.91 eV
Total charge ... 0
Gap between HOMO and LUMO ... 0.362 Ha
SMILES string ... C#Cc1coc(C)n1
Relative energy (zero: lowest compared OMol25 entry of this formula, charge and spin) ... 20.52 kcal/mol
LUMO ... 0.94 eV

No. 9
C6H5NO15S3V as an isolated structure at a distorted geometry, computed with ωB97M-V/def2-TZVPD.

CARTESIAN COORDINATES (ANGSTROEM)
O (2.3658, -0.4281, 0.0475)
V (1.4771, -1.3407, 1.0082)
S (2.7935, -2.4433, 3.8265)
O (1.8493, -3.5258, 4.0828)
O (2.2468, -1.4404, 4.7306)
O (4.1462, -2.8287, 4.1195)
O (2.6005, -1.9089, 2.4984)
S (-0.6756, -0.4082, 2.5959)
O (-0.7804, -0.0642, 4.0153)
O (-1.9110, -0.2781, 1.8523)
O (0.4347, 0.2199, 1.9575)
O (-0.2822, -1.7953, 2.4570)
S (0.2594, -2.9954, -0.8145)
O (-0.7903, -3.9182, -0.4522)
O (-0.2344, -1.8038, -0.2051)
O (1.4745, -3.1010, -0.0472)
O (0.5757, -2.8976, -2.2041)
C (0.5304, 3.1162, -2.6859)
C (-0.6998, 3.6711, -3.0132)
C (-1.9315, 3.0235, -2.6053)
C (-1.8899, 1.7832, -1.8772)
C (-0.6219, 1.2940, -1.5594)
C (0.5513, 1.9590, -1.8981)
N (-3.0828, 1.0954, -1.3811)
O (-4.2147, 1.6097, -1.5084)
O (-2.9384, -0.0553, -0.9648)
H (1.4974, 3.5344, -2.9234)
H (-0.7839, 4.5870, -3.5792)
H (-2.8752, 3.4658, -2.8885)
H (-0.5647, 0.4235, -0.9227)
H (1.4740, 1.4499, -1.6616)

Values from the calculation:
HOMO energy (spin up / spin down) ... 2.85 / -0.05 eV
Total charge ... -3
Gap between HOMO and LUMO (spin up / spin down) ... 0.089 / 0.149 Ha
Multiplicity ... 3
Expectation value of S² ... 2.04
LUMO (spin up / spin down) ... 5.29 / 4.01 eV

No. 10
One molecule with the formula C6H5NO2S at a distorted geometry, computed with ωB97M-V/def2-TZVPD.

CARTESIAN COORDINATES (ANGSTROEM)
C (-2.9012, -1.3470, -0.4811)
C (-1.7502, -0.8743, -0.4114)
C (0.7054, 0.7102, -0.6543)
C (-0.6681, 1.2370, -0.4470)
C (0.8439, -0.5523, 0.1757)
C (2.1370, -0.8159, 0.8538)
N (-1.3154, 2.1042, -0.0026)
O (-4.0659, -1.4415, -0.7513)
O (-2.1972, 2.8061, 0.3699)
S (-0.4762, -1.5354, 0.4551)
H (1.0251, 0.5642, -1.6628)
H (1.4433, 1.5413, -0.2817)
H (1.9652, -1.4902, 1.7419)
H (2.5021, 0.2010, 1.0696)
H (2.7520, -1.1074, 0.0261)

Values from the calculation:
HOMO energy (spin up / spin down) ... -8.23 / -8.23 eV
Total charge ... 0
Gap between HOMO and LUMO (spin up / spin down) ... 0.259 / 0.259 Ha
Relative energy (zero: lowest compared OMol25 entry of this formula, charge and spin) ... 106.17 kcal/mol
LUMO (spin up / spin down) ... -1.19 / -1.18 eV

No. 11
One molecule with the formula C6H5NO3 at a distorted geometry, computed with ωB97M-V/def2-TZVPD.

CARTESIAN COORDINATES (ANGSTROEM)
C (-1.5151, -0.5782, -0.3592)
C (-0.5958, 0.4439, -0.5844)
C (-2.9737, -0.2550, -0.2100)
C (0.7195, 0.4663, -0.5100)
C (-2.4052, -0.5090, 0.9575)
C (1.7564, -0.4336, 0.0239)
N (3.1080, 0.4130, 0.3078)
O (2.9463, 1.6132, 0.4795)
O (4.1078, -0.2311, 0.4120)
O (1.9976, -1.5425, 0.3475)
H (-1.0473, -1.6312, -0.5886)
H (-1.1660, 1.3721, -0.8739)
H (-3.8309, -0.0309, -0.7972)
H (1.1635, 1.3950, -0.6711)
H (-2.2650, -0.4920, 2.0663)

Values from the calculation:
HOMO energy ... -9.97 eV
Total charge ... 0
Gap between HOMO and LUMO ... 0.337 Ha
SMILES string ... O=C(/C=C\C1C=C1)[N+](=O)[O-]
Relative energy (zero: lowest compared OMol25 entry of this formula, charge and spin) ... 179.20 kcal/mol
LUMO ... -0.80 eV

No. 12
C6H5O6Pt as an isolated structure at a distorted geometry, computed with ωB97M-V/def2-TZVPD.

CARTESIAN COORDINATES (ANGSTROEM)
O (0.1685, 4.4525, -0.2502)
C (0.1214, 3.3617, -0.5178)
Pt (-0.1681, -1.5257, -1.5324)
C (1.5885, -2.2175, -1.9921)
O (2.5815, -2.7396, -2.2245)
C (-1.0129, -3.1402, -2.7293)
O (-1.6890, -3.9677, -3.1896)
C (0.6504, 0.1351, -0.5678)
O (1.5807, 0.0710, 0.1920)
C (-1.6496, -0.4375, -1.1650)
O (-2.6873, 0.0393, -1.1798)
H (0.2993, 1.1891, -0.8769)
C (0.2198, 0.6624, 2.9639)
O (-0.1878, 1.5800, 1.9293)
H (-0.2451, -0.3538, 2.8781)
H (-0.0175, 1.1426, 3.9350)
H (1.3176, 0.6377, 2.8848)
H (-0.8703, 1.1106, 1.4421)

Values from the calculation:
HOMO energy (spin up / spin down) ... -11.20 / -13.64 eV
Total charge ... +1
Gap between HOMO and LUMO (spin up / spin down) ... 0.216 / 0.204 Ha
Relative energy (zero: lowest compared OMol25 entry of this formula, charge and spin) ... 6.24 kcal/mol
Multiplicity ... 3
Expectation value of S² ... 2.02
LUMO (spin up / spin down) ... -5.31 / -8.09 eV